# 1
Below is the molecule C20H21N3O3, with properties calculated with wB97M-V/def2-TZVPD.

```
47
Properties=species:S:1:pos:R:3
N -1.8082 -3.3076 1.8396
C -1.5594 -2.6389 0.4488
C -3.0303 -1.9879 0.1398
C -3.0242 -0.6585 -0.5907
C -3.3274 -0.3717 -1.8992
N -3.6710 0.9642 -2.0478
C -3.5050 1.6389 -0.8766
C -3.7386 2.9912 -0.4605
C -3.4309 3.3755 0.8396
C -2.9817 2.4289 1.7698
C -2.7804 1.1438 1.3986
C -3.0552 0.6829 0.0954
C -0.6100 -1.4797 0.4532
O -0.3977 -0.9168 1.4632
N -0.0067 -1.0573 -0.7234
C 1.4157 -0.7271 -0.6579
C 1.7397 0.1508 0.5428
C 3.1393 0.8438 0.1749
C 4.3088 0.3698 0.8296
C 5.4617 1.0845 0.7226
C 5.5133 2.2585 0.0055
C 4.3765 2.7165 -0.6690
C 3.1976 2.0514 -0.5295
C 2.1500 -2.1104 -0.7891
O 1.5749 -3.1291 -0.8387
O 3.5065 -2.1056 -0.9048
H -1.2513 -2.7269 2.5474
H -1.5143 -4.2092 1.6504
H -1.4556 -3.4490 -0.3880
H -3.6530 -2.7202 -0.5089
H -3.5646 -1.7121 1.0851
H -3.4274 -1.2086 -2.5995
H -4.0843 1.3327 -2.8652
H -4.1343 3.7150 -1.3034
H -3.8460 4.2699 1.3530
H -2.7443 2.6033 2.7580
H -2.6340 0.4660 2.2760
H -0.3485 -1.6492 -1.6244
H 1.7762 -0.2749 -1.5633
H 1.7421 -0.5664 1.3361
H 1.1046 1.1287 0.8227
H 4.3033 -0.5194 1.4851
H 6.2660 0.5476 1.2407
H 6.4214 2.8623 -0.2321
H 4.2815 3.6918 -1.1253
H 2.1769 2.3428 -0.8553
H 3.9593 -1.4813 -0.4134
```

## Properties
Energy relative to the best compared isomer or geometry (same formula, charge and spin) ... 564.95 kJ/mol
Net charge ... 0
Max |F| ... 0.08588 Eh/bohr
Calculated total energy ... -31690.812 eV

Here are the Mulliken charges for atoms 1 to 6, given in e: -0.7083, 0.2855, -1.1372, 0.8167, -0.6280, -0.0144

=====

# 2
Below is the molecule C20H21N3O4, with properties calculated with wB97M-V/def2-TZVPD.

```
48
Properties=species:S:1:pos:R:3
C 7.7185 0.3821 -0.3370
C 7.2478 -0.8035 0.5005
O 6.1388 -1.4678 -0.0722
C 4.9026 -0.9082 -0.0054
C 4.5641 0.2360 0.7099
C 3.2607 0.7014 0.7149
C 2.2796 0.0383 -0.0059
N 0.9319 0.4839 -0.0289
N 0.0450 -0.5034 -0.1174
C -1.2216 -0.2759 -0.1752
C -2.0997 -1.4917 -0.3047
O -2.0170 -2.2681 -1.2299
N -2.9666 -1.6404 0.7248
C -3.9982 -2.6506 0.6957
C -5.2340 -2.1569 -0.0600
O -5.6988 -0.9794 0.5663
C -6.8392 -0.4411 -0.0508
C -1.7670 1.0569 -0.1745
C -3.1318 1.3617 -0.2663
C -3.5454 2.6741 -0.2750
C -2.6195 3.7138 -0.1973
C -1.2750 3.4335 -0.1154
C -0.8356 2.1080 -0.1032
C 0.6038 1.8369 -0.0331
O 1.4517 2.7084 0.0050
C 2.6071 -1.1168 -0.7131
C 3.9006 -1.5828 -0.7101
H 8.6008 0.8247 0.1173
H 7.9677 0.0470 -1.3406
H 6.9412 1.1384 -0.4116
H 8.0298 -1.5673 0.5350
H 7.0257 -0.4927 1.5288
H 5.3010 0.7782 1.2805
H 3.0201 1.5884 1.2764
H -3.0838 -0.8928 1.3900
H -3.5946 -3.5257 0.1828
H -4.2670 -2.9050 1.7218
H -6.0144 -2.9318 -0.0491
H -4.9660 -1.9495 -1.1070
H -6.6388 -0.1773 -1.0970
H -7.1014 0.4552 0.5077
H -7.6771 -1.1478 -0.0226
H -3.8576 0.5666 -0.3318
H -4.5990 2.9015 -0.3450
H -2.9609 4.7380 -0.2060
H -0.5325 4.2150 -0.0618
H 1.8342 -1.6378 -1.2553
H 4.1700 -2.4738 -1.2542
```

## Properties
Energy relative to the best compared isomer or geometry (same formula, charge and spin) ... 244.10 kJ/mol
Net charge ... 0
Max |F| ... 0.02355 Eh/bohr
Calculated total energy ... -33740.838 eV

Here are the Mulliken charges for atoms 1 to 6, given in e: -1.0331, -0.4195, -0.4618, 0.7733, -0.1681, -0.9408

=====

# 3
Below is the molecule C20H21N3O4S, with properties calculated with wB97M-V/def2-TZVPD.

```
49
Properties=species:S:1:pos:R:3
C 3.3700 5.9685 -1.4779
O 4.2195 4.8434 -1.4793
C 3.7002 3.6279 -1.1852
C 4.6009 2.5668 -1.2001
C 4.1844 1.2661 -0.9355
O 5.1443 0.3136 -0.9909
C 4.7813 -1.0269 -0.7488
C 2.8455 1.0281 -0.6392
C 1.9498 2.0913 -0.5987
C 0.5392 1.7625 -0.2829
O 0.0619 0.6703 -0.5606
N -0.1337 2.7678 0.3508
C -1.4511 3.0136 0.7399
S -1.7700 4.5644 1.2316
N -2.4147 2.1048 0.7393
N -2.3736 0.7627 0.4166
C -3.5610 0.0962 0.4263
O -4.5841 0.6557 0.7818
C -3.5002 -1.3259 0.0197
C -2.5127 -1.8401 -0.9901
C -2.3411 -2.2135 0.4494
C -2.6005 -3.5845 0.9411
C -3.5704 -4.4065 0.3749
C -3.7837 -5.6831 0.8611
C -3.0335 -6.1621 1.9215
C -2.0670 -5.3532 2.4938
C -1.8539 -4.0765 2.0077
C 2.3626 3.3917 -0.8784
H 2.9233 6.1354 -0.4928
H 4.0065 6.8147 -1.7299
H 2.5793 5.8774 -2.2289
H 5.6353 2.7560 -1.4333
H 4.0422 -1.3797 -1.4741
H 5.6985 -1.6026 -0.8591
H 4.3906 -1.1596 0.2647
H 2.4704 0.0395 -0.4327
H 0.4174 3.6006 0.5326
H -3.3566 2.3815 1.0246
H -1.4879 0.4409 -0.0017
H -4.4849 -1.7764 0.0326
H -2.8566 -2.5993 -1.6760
H -1.8060 -1.1522 -1.4283
H -1.5410 -1.7125 0.9816
H -4.1690 -4.0529 -0.4514
H -4.5411 -6.3074 0.4100
H -3.2023 -7.1590 2.3000
H -1.4777 -5.7172 3.3227
H -1.0982 -3.4501 2.4606
H 1.6492 4.1998 -0.9090
```

## Properties
Energy relative to the best compared isomer or geometry (same formula, charge and spin) ... 324.42 kJ/mol
Net charge ... 0
Max |F| ... 0.01348 Eh/bohr
Calculated total energy ... -44575.355 eV

Here are the Mulliken charges for atoms 1 to 6, given in e: -0.8386, -0.4580, 0.5774, -0.5212, 0.7690, -0.4378

=====

# 4
Below is the molecule C20H21N5O, with properties calculated with wB97M-V/def2-TZVPD.

```
47
Properties=species:S:1:pos:R:3
C -0.3499 1.8671 -4.1244
C -1.2006 1.0946 -3.1184
C -0.5091 -0.1989 -2.7191
C -1.5608 1.9263 -1.8679
O -0.4154 2.2404 -1.1003
C -0.6948 2.9338 0.0544
C -0.9789 4.3303 0.0015
C -1.2968 5.0199 1.1656
C -1.2882 4.3893 2.4043
C -0.9942 3.0041 2.4995
C -1.0527 2.3299 3.7228
C -0.7714 0.9420 3.7382
C -0.4212 0.2640 2.5446
C -0.1672 -1.1873 2.6107
N -0.5150 -1.9756 3.5966
N -0.2244 -3.3096 3.2292
C 0.3244 -3.2301 2.0174
C 0.9088 -4.2812 1.1645
C 1.6108 -3.9587 0.0265
C 2.1145 -5.0398 -0.9163
N 3.5807 -5.0813 -0.8903
C 1.7103 -2.5300 -0.3439
C 1.1039 -1.5205 0.4401
N 0.4165 -1.9482 1.6099
N -0.4141 0.9265 1.3731
C -0.6980 2.2547 1.3194
H -0.1018 1.2379 -5.0133
H 0.5485 2.1864 -3.6452
H -0.8550 2.7712 -4.4585
H -2.1244 0.8846 -3.6546
H -1.0953 -0.7540 -2.0213
H 0.4174 0.0613 -2.2537
H -0.2581 -0.7662 -3.6471
H -2.0559 2.8335 -2.1923
H -2.2361 1.3989 -1.2277
H -0.9806 4.8548 -0.9562
H -1.5682 6.0983 1.1967
H -1.5574 5.0284 3.2594
H -1.2606 2.8182 4.7016
H -0.7524 0.4048 4.6671
H 0.7851 -5.3447 1.4747
H 1.7191 -4.8629 -1.9126
H 1.7273 -5.9865 -0.5924
H 3.9314 -5.2565 0.0437
H 3.9482 -4.1943 -1.2704
H 2.3783 -2.1951 -1.1403
H 1.1733 -0.4797 0.2046
```

## Properties
Energy relative to the best compared isomer or geometry (same formula, charge and spin) ... 53.22 kJ/mol
Net charge ... 0
Max |F| ... 0.07627 Eh/bohr
Calculated total energy ... -30577.739 eV

Here are the Mulliken charges for atoms 1 to 6, given in e: -1.5682, 0.5726, -1.4145, -0.7674, -0.3200, 0.2084